Entry 1:
DFT (wB97M-V/def2-TZVPD) results for a molecular structure, C42H45LaN4O2Si.

The value obtained for the energy is -2318.19140 Ha. As for the LUMO energy: -0.004 Eh. The HOMO energy is -8.1 eV. The total charge is 0. The spin multiplicity is 1.

Last column: Mulliken charge in e.
Atoms and positions in Å:
La1 0.02908 -0.05993 -0.37097  0.996
C1 -3.22717 0.24204 -1.68054  -1.597
C2 -2.99348 1.64694 -2.16904  1.457
C3 -3.69467 2.12514 -3.26855  -0.808
C4 -3.49784 3.42260 -3.71222  -1.062
C5 -2.57123 4.23046 -3.07817  -0.617
C6 -1.84519 3.77977 -1.98260  1.541
C7 -0.83016 4.67817 -1.34063  -1.706
C8 -2.08396 2.48929 -1.51225  -0.782
N1 -1.43161 1.98203 -0.35128  0.903
C9 -1.86221 2.54092 0.80390  -0.707
O1 -2.67407 3.44892 0.93494  -0.705
C10 -1.25265 1.94225 2.06549  0.335
C11 -1.54337 2.45217 3.32175  -0.613
C12 -0.95792 1.84915 4.42489  -0.450
C13 -0.12638 0.74960 4.25751  -0.835
C14 0.08971 0.27983 2.97071  0.645
N2 -0.45909 0.88134 1.91529  0.235
C15 0.85120 -1.02981 2.74679  -0.389
O2 1.50380 -1.45426 3.69024  -0.707
N3 0.64315 -1.60555 1.53490  0.776
C16 0.87249 -3.01623 1.48872  -0.399
C17 0.07016 -3.85817 2.29025  1.388
C18 -0.98344 -3.31187 3.20774  -1.450
C19 0.24296 -5.23041 2.21267  -0.792
C20 1.17533 -5.79308 1.35476  -0.881
C21 1.92710 -4.96915 0.54603  -0.719
C22 1.78142 -3.58435 0.59014  0.635
C23 2.60001 -2.76792 -0.36521  -0.376
H1 -4.08474 -0.20872 -2.17994  0.501
H2 -3.41271 0.21230 -0.60377  0.274
H3 -2.37518 -0.41879 -1.91243  0.221
H4 -4.41033 1.48189 -3.76244  0.358
H5 -4.05980 3.79900 -4.55515  0.456
H6 -2.41046 5.24153 -3.43057  0.446
H7 -1.14317 5.71936 -1.41202  0.571
H8 0.13234 4.59283 -1.85101  0.192
H9 -0.68012 4.44900 -0.28798  0.249
H10 -2.21382 3.29581 3.39413  0.572
H11 -1.16210 2.22601 5.41867  0.434
H12 0.34081 0.23183 5.08031  0.580
H13 -1.49392 -2.45528 2.76332  0.134
H14 -0.55184 -2.97816 4.14965  0.259
H15 -1.72981 -4.07574 3.42374  0.490
H16 -0.38137 -5.86835 2.82476  0.406
H17 1.29523 -6.86535 1.30455  0.390
H18 2.63894 -5.39499 -0.14987  0.478
H19 2.45309 -3.11466 -1.39132  0.286
H20 3.66943 -2.81818 -0.14471  0.567
H21 2.31997 -1.71319 -0.34473  -0.939
C24 0.30692 -1.21160 -2.65129  -1.005
Si1 1.68220 -0.40923 -3.53528  -0.127
C25 3.00826 0.12859 -2.27391  -0.884
N4 2.47380 0.82306 -1.06859  1.117
C26 2.04996 2.22350 -1.33495  0.409
C27 3.03486 3.27614 -0.82243  -0.902
C28 4.47333 2.82834 -1.04042  -0.800
C29 4.74473 1.51431 -0.29278  -0.870
C30 3.43836 0.79760 0.04771  -1.020
C31 1.12045 1.12043 -4.47494  0.198
C32 2.07212 1.95001 -5.08142  -0.015
C33 1.70073 3.02192 -5.87307  -0.811
C34 0.35413 3.28165 -6.09199  -0.710
C35 -0.60500 2.47399 -5.50962  -0.701
C36 -0.22208 1.40989 -4.70071  0.029
C37 2.54765 -1.47787 -4.82309  0.538
C38 2.17696 -1.42934 -6.16692  -0.352
C39 2.74742 -2.27899 -7.10325  -0.786
C40 3.71278 -3.19426 -6.71544  -0.467
C41 4.10395 -3.25831 -5.38804  -0.769
C42 3.52350 -2.40842 -4.45786  -0.286
H22 0.59991 -2.25325 -2.46466  0.370
H23 -0.55258 -1.25777 -3.32603  0.563
H24 3.79515 0.72216 -2.75188  0.218
H25 3.49704 -0.77805 -1.91632  0.672
H26 1.05926 2.41132 -0.88781  -0.695
H27 1.91111 2.32578 -2.41414  -0.151
H28 2.87072 3.47268 0.23999  0.377
H29 2.82625 4.21346 -1.33943  0.535
H30 5.16349 3.60562 -0.71312  0.508
H31 4.64906 2.69411 -2.11035  0.233
H32 5.29131 1.69682 0.63296  0.522
H33 5.37574 0.85995 -0.89555  0.233
H34 2.95554 1.28076 0.90507  0.552
H35 3.61451 -0.23960 0.33934  0.329
H36 3.12718 1.74575 -4.94708  0.398
H37 2.45514 3.64651 -6.33240  0.412
H38 0.05627 4.10849 -6.72098  0.396
H39 -1.65228 2.67220 -5.67271  0.528
H40 -0.98988 0.79577 -4.25288  0.269
H41 1.43531 -0.71551 -6.49694  0.329
H42 2.44086 -2.22289 -8.13825  0.408
H43 4.15918 -3.85595 -7.44585  0.375
H44 4.85892 -3.96736 -5.07758  0.426
H45 3.84380 -2.48813 -3.42775  0.167

Entry 2:
DFT (wB97M-V/def2-TZVPD) results for a molecular structure, C42H46B3BrN8O7P2.

The value obtained for the energy is -5924.30317 Ha. As for the LUMO energy: -0.030 Eh. The HOMO energy is -9.3 eV. The total charge is 0. The spin multiplicity is 1.

Last column: Mulliken charge in e.
Atoms and positions in Å:
O1 2.34360 -4.30849 4.32932  -0.672
C1 1.67153 -3.69073 3.49105  0.581
Br1 2.48178 -2.01815 2.77393  -0.158
C2 0.24896 -4.23841 3.04753  -0.194
B1 -0.96574 -3.62478 3.96109  0.473
O2 -1.63599 -4.44777 4.92475  -0.569
B2 -2.22549 -3.69225 5.99311  0.585
O3 -2.24606 -2.23743 5.93995  -0.434
B3 -2.44878 -1.97711 4.52758  0.494
P1 -4.09538 -1.36619 3.76491  -0.307
P2 -5.44091 -3.02567 3.36165  0.859
O4 -6.85197 -2.56353 3.71914  -0.599
O5 -5.09082 -4.43077 4.26501  -0.492
O6 -5.42868 -3.49627 1.71300  -0.501
O7 -1.31118 -2.24760 3.68061  -0.100
H1 0.19108 -5.36730 3.09939  0.186
H2 0.06525 -3.84730 1.98711  0.282
H3 -2.75451 -4.19335 6.91842  -0.084
H4 -3.75585 -0.84864 2.46144  0.060
H5 -4.31480 -4.87205 3.84641  0.316
H6 -4.52512 -3.81120 1.50722  0.326
N1 1.98891 0.75173 0.74048  -0.266
C3 0.75279 0.26915 0.54540  -0.111
C4 -0.03525 0.58598 -0.54930  -0.742
C5 0.47958 1.45565 -1.49935  0.126
C6 1.75468 1.97048 -1.32103  -0.633
C7 2.46373 1.58891 -0.19354  -0.184
H7 0.39279 -0.40432 1.31664  0.386
H8 -1.02656 0.16367 -0.65618  0.351
H9 -0.10679 1.72945 -2.37052  0.432
H10 2.18850 2.65209 -2.04148  0.379
H11 3.46645 1.96244 -0.01212  0.343
N2 -0.99510 2.36953 -4.64015  -0.319
C8 -2.23170 1.88715 -4.83540  -0.209
C9 -3.02035 2.20365 -5.92957  -0.546
C10 -2.50503 3.07325 -6.87869  -0.269
C11 -1.22946 3.58843 -6.70067  -0.531
C12 -0.52021 3.20674 -5.57360  -0.249
H12 -2.59190 1.21375 -4.06431  0.425
H13 -4.01228 1.78149 -6.03605  0.501
H14 -3.09148 3.34667 -7.74866  0.396
H15 -0.79558 4.27023 -7.42099  0.358
H16 0.48244 3.58007 -5.39229  0.358
N3 4.85971 -1.92188 5.83367  -0.275
C13 3.57404 -2.11026 6.16727  -0.446
C14 2.87710 -1.28917 7.04043  -0.519
C15 3.54509 -0.21311 7.60530  -0.280
C16 4.87557 0.00249 7.27805  -0.623
C17 5.48217 -0.87328 6.39275  -0.118
H17 3.09759 -2.96344 5.70447  0.671
H18 1.83823 -1.48710 7.27275  0.425
H19 3.03429 0.45102 8.29362  0.386
H20 5.42858 0.83189 7.70022  0.386
H21 6.52037 -0.74388 6.10309  0.401
N4 7.26189 -0.14819 1.07979  -0.266
C18 8.16958 -1.11072 1.30040  0.189
C19 8.07772 -2.03779 2.32599  -0.868
C20 6.98637 -1.96698 3.17931  -0.105
C21 6.03442 -0.98075 2.97542  -0.312
C22 6.21563 -0.10337 1.91872  -0.694
H22 9.00593 -1.12393 0.61031  0.073
H23 8.84035 -2.79542 2.45448  0.373
H24 6.87790 -2.67308 3.99520  0.484
H25 5.17173 -0.89596 3.62118  0.512
H26 5.49508 0.68287 1.71704  0.459
N5 1.59356 -6.61160 1.37915  -0.190
C23 2.33165 -6.88740 2.45631  0.266
C24 3.20608 -7.95794 2.54315  -1.010
C25 3.31923 -8.79947 1.44626  -0.110
C26 2.56025 -8.53756 0.31353  -0.501
C27 1.71898 -7.43680 0.32972  -0.222
H27 2.19523 -6.19826 3.27877  0.241
H28 3.78161 -8.12961 3.44367  0.372
H29 3.99094 -9.65009 1.47297  0.382
H30 2.62183 -9.17262 -0.56094  0.363
H31 1.10865 -7.18679 -0.53199  0.362
N6 11.42318 2.44884 -2.22568  -0.583
C28 11.19379 1.14651 -2.00448  -0.296
C29 10.05996 0.65855 -1.37463  -0.429
C30 9.10556 1.56830 -0.94257  0.061
C31 9.31984 2.92203 -1.15793  -0.511
C32 10.48539 3.30748 -1.80066  -0.171
H32 11.96953 0.47459 -2.35714  0.346
H33 9.92707 -0.40518 -1.22580  0.377
H34 8.20398 1.22621 -0.44358  0.619
H35 8.59771 3.66100 -0.83442  0.357
H36 10.69590 4.35435 -1.99476  0.353
N7 -6.47611 1.90250 -5.93987  -0.473
C33 -6.53240 2.59041 -4.78636  -0.158
C34 -7.44706 3.60071 -4.53594  -0.590
C35 -8.35562 3.92695 -5.53125  0.243
C36 -8.31792 3.23386 -6.73202  -0.550
C37 -7.36781 2.23739 -6.88439  -0.324
H37 -5.79959 2.30228 -4.03933  0.338
H38 -7.44853 4.12007 -3.58591  0.369
H39 -9.08620 4.71375 -5.37201  0.578
H40 -9.01150 3.46182 -7.53148  0.366
H41 -7.30220 1.66518 -7.80428  0.365
N8 -10.40082 6.23205 -4.44308  -0.337
C38 -11.72311 6.05188 -4.30951  -0.159
C39 -12.61455 7.07052 -4.01555  -0.633
C40 -12.11310 8.35207 -3.84498  -0.077
C41 -10.74915 8.56596 -3.97571  -0.644
C42 -9.94194 7.48087 -4.27496  -0.104
H42 -12.06682 5.03218 -4.44871  0.381
H43 -13.67350 6.86680 -3.92196  0.346
H44 -12.77841 9.17590 -3.61275  0.368
H45 -10.32267 9.55270 -3.84883  0.348
H46 -8.86927 7.59838 -4.39077  0.366

Orbital gap, record by record: 7.96, 8.54 eV
Max |F|, record by record: 0.7, 4.9 eV/A